Entry 1:
C3H2CsLiO3 | wB97M-V/def2-TZVPD

Calculated values
ΔE to the lowest compared entry with this formula, charge and spin: 63.41 kcal per mole
Gap between HOMO and LUMO (spin up / spin down): 9.133 / 9.175 eV
Max |F|: 0.02673 hartree/bohr
Lowest unoccupied orbital energy (spin up / spin down): -3.8 / -3.8 eV
2S+1: 2
Total charge: +1
Calculated total energy: -368.61740 Eh

Cartesian coordinates (Å):
H  -3.89044  -1.30040  -2.50462
O  -0.10975  -1.31432  1.70653
C  1.04822  -2.08294  1.74801
C  -1.25669  -1.92571  1.73257
O  2.10992  -1.47514  1.72259
O  0.91290  -3.33182  1.79771
C  -2.34105  -2.45993  1.70575
Li  2.99253  -3.29547  1.79829
H  -3.32914  -2.88824  1.72330
Cs  -1.05195  -5.66016  1.90388

Entry 2:
C3H2CuFO2 | wB97M-V/def2-TZVPD

Calculated values
ΔE to the lowest compared entry with this formula, charge and spin: 128.34 kcal per mole
Gap between HOMO and LUMO (spin up / spin down): 7.165 / 8.034 eV
Max |F|: 0.08598 hartree/bohr
Lowest unoccupied orbital energy (spin up / spin down): -6.5 / -6.7 eV
2S+1: 2
Total charge: +1
Calculated total energy: -2005.72034 Eh

Cartesian coordinates (Å):
H  -0.30085  2.17716  0.06831
O  -0.92010  0.23989  -0.47251
O  1.25152  -0.54953  0.35694
C  0.07011  1.24836  -0.36647
C  1.29156  0.69012  0.10792
C  -0.52472  -0.95899  -0.18638
H  1.13127  1.26374  -1.24075
F  -1.92771  -1.99394  -0.24537
Cu  -0.07109  -2.11682  1.97831

Entry 3:
C3H2F2O | wB97M-V/def2-TZVPD

Calculated values
ΔE to the lowest compared entry with this formula, charge and spin: 40.73 kcal per mole
Gap between HOMO and LUMO: 12.091 eV
Max |F|: 0.09652 hartree/bohr
Lowest unoccupied orbital energy: 0.7 eV
SMILES: C#CC(O)(F)F
Calculated total energy: -390.39577 Eh

Cartesian coordinates (Å):
C  -1.49366  1.03663  0.23465
C  -0.42891  0.55484  -0.11303
C  0.83493  -0.08375  -0.13266
O  0.74078  -1.62074  -0.10751
F  1.45428  0.23920  -1.32433
F  1.53723  0.24885  0.89284
H  -2.52565  1.39025  0.19133
H  -0.11900  -1.76529  0.35872

Entry 4:
C3H2F2O | wB97M-V/def2-TZVPD

Calculated values
ΔE to the lowest compared entry with this formula, charge and spin: 70.03 kcal per mole
Gap between HOMO and LUMO: 9.735 eV
Max |F|: 0.10426 hartree/bohr
Lowest unoccupied orbital energy: -0.3 eV
Calculated total energy: -390.34907 Eh

Cartesian coordinates (Å):
C  0.55393  0.11644  0.66103
C  1.30798  0.01778  -0.37849
C  -1.62614  0.08730  0.03489
O  -2.39079  0.69082  0.64798
F  2.60713  -0.35522  -0.28987
F  -1.86109  -0.65458  -0.98901
H  0.40128  0.04602  1.73454
H  1.00768  0.05145  -1.42107